Entry 1:
Entry from the OMol25 dataset: one molecule with the formula C2H5N5 (wB97M-V/def2-TZVPD).

Last column: natural (NBO) charge in e.
Geometry (Å):
H 2.49366 1.63745 0.18327  0.40
H -0.20054 -2.34957 -0.59245  0.35
H 1.53974 0.96875 -1.15509  0.39
C -1.09960 0.08469 0.22930  0.32
N -2.20373 -0.56498 0.32079  -0.66
N 0.58622 -1.88672 -0.13962  -0.62
N 1.85977 0.93766 -0.18633  -0.42
H -2.11767 -1.57618 0.35206  0.34
N 1.33026 0.14545 0.65922  -0.10
H -1.66627 1.92873 -0.06978  0.35
C 0.33739 -0.69940 0.18153  0.31
N -0.85921 1.37414 0.21710  -0.67

Properties
HOMO energy (spin up / spin down): -9.2 / -7.6 eV
multiplicity: 1
gap between HOMO and LUMO (spin up / spin down): 8.984 / 5.522 eV

---

Entry 2:
Entry from the OMol25 dataset: a 7-piece molecular cluster, C55H117N6O5 overall (wB97M-V/def2-TZVPD).

Last column: Mulliken charge in e.
Geometry (Å):
H -7.65924 -1.31830 2.92805  0.37
H -0.29162 7.77067 -3.38861  0.32
H 7.34571 -0.67285 2.82769  0.49
H 2.44076 0.37330 -5.37198  0.50
C -0.45466 -5.89505 3.10869  -0.58
H 3.83072 0.83634 -6.38941  0.40
H -1.71972 -0.42595 4.41241  0.40
H 1.17958 -5.75216 8.70884  0.37
C 3.43782 0.08473 -5.70469  -1.44
H 5.29887 3.93009 5.82512  0.45
H 2.13691 4.87719 -2.54965  0.52
H 8.50402 1.16685 3.80045  0.42
C -5.69576 -0.91707 -3.92990  -0.48
H 1.69750 8.09393 2.78516  0.38
H 4.18687 0.50868 1.00708  0.41
O 1.62701 -2.43761 -5.35989  -0.27
H -3.18501 -0.13570 2.52083  0.37
C -0.68587 -6.25830 7.72762  -0.71
H 1.57600 -8.00880 4.62870  0.37
H -4.26892 6.50165 -4.81210  0.30
H 2.09686 5.94679 -0.49445  0.26
H -7.60928 -4.93199 4.48196  0.43
C 0.63414 -8.03589 5.17667  -1.17
H 4.40035 5.94654 -2.49662  0.30
N 2.94026 -2.48653 -5.69479  0.79
H 4.30127 7.25487 -5.23568  0.38
C 0.64603 -5.68507 4.29174  -0.98
C -0.93134 -6.34763 6.25074  -0.36
H 3.30059 -2.22333 -3.01780  0.55
H 3.61839 -1.36697 2.93413  0.48
C -7.19852 -3.99914 4.86818  -0.59
H 1.23281 8.54945 -1.87651  0.41
H 2.38408 -6.97749 6.42746  0.43
H -1.35665 -6.80325 8.39184  0.36
O 0.67044 2.05886 -0.11663  -0.78
C 1.50392 -6.36284 6.61623  -0.64
H 5.99704 -4.08636 -4.94947  0.49
H -4.94113 -2.67772 4.84770  0.31
H 7.52965 1.94644 2.50461  0.32
C 6.82331 2.31910 4.51034  -1.14
H 6.74407 -0.30570 4.42208  0.43
H 5.32610 -0.72257 -7.46776  0.48
C 0.78771 -6.48922 8.00794  -0.61
C 1.85402 7.65571 -1.93517  -0.93
N 0.41188 -6.53196 5.56298  0.14
H -7.75545 -0.85849 -4.48901  0.41
H -1.95380 -1.89390 3.51873  0.17
C 5.87690 -2.35849 -6.24580  -0.71
H 6.17860 -1.82838 -5.34244  0.33
C -0.01013 -5.15672 1.84075  -0.33
H -6.07408 3.77853 -5.40135  0.24
H -5.93937 6.81417 -5.21576  0.36
C 5.20195 0.51697 1.40415  -1.48
N 4.64757 1.18158 3.84652  0.68
H 4.15948 3.47819 2.42416  0.54
C 5.26068 0.14216 2.92571  1.30
H 5.71490 3.26948 2.04717  0.30
H -5.29846 -0.85494 2.28237  0.30
H 2.04620 5.22588 -4.36616  0.45
H -4.33417 -2.20904 2.24907  0.29
H -5.89676 -1.26306 4.57558  0.30
C 1.79110 7.75585 0.60802  -0.70
C 2.39417 5.53436 -3.38034  -0.64
C 0.10113 6.75586 -3.45211  -0.97
H 1.84060 6.43769 2.26363  0.23
H -6.16596 -3.38888 1.62053  0.43
C -1.11419 -5.21945 0.84349  -1.24
C 3.27729 -4.77492 -4.54986  -1.58
H 0.39128 6.61260 -0.53582  0.29
H -5.41143 7.26684 -3.66176  0.37
C 7.49935 1.39085 3.44189  -0.73
C 5.31861 2.54218 4.19836  1.09
H -2.00395 -4.73783 1.24906  0.14
C 5.25154 -3.60913 -5.58553  -1.33
H -9.91348 -2.65992 4.40450  0.31
C -8.17863 -3.06397 5.66526  -0.55
C 5.12634 3.54102 2.92350  -1.57
H 1.65196 -5.95631 3.97142  0.38
C 4.85537 -1.63652 -7.10552  -1.01
O 0.47328 -0.08281 -0.15441  -0.40
H -8.51355 -2.73450 2.52248  0.45
H 4.84525 -1.62617 -3.49481  0.31
H -7.31848 0.33725 -3.34866  0.29
H -1.48864 -7.21521 5.89742  0.32
C -3.63011 -0.57483 3.41366  -0.69
H -1.24716 -5.38596 5.84634  0.35
C 3.90055 5.90924 -3.46457  -0.65
H -5.44443 -4.51787 2.86657  0.45
H 7.03465 1.84293 5.46777  0.42
H -4.64200 0.39697 -2.63580  0.28
C 4.24944 -2.53794 -3.45230  -1.72
C -5.53705 -2.16989 4.08938  -0.57
C -6.37605 0.86181 -5.28996  -0.65
H -2.99160 1.72402 -5.43372  0.38
H 4.00508 -5.43222 -4.07409  0.39
O -0.07002 1.13349 -1.97563  -0.79
H -3.93730 0.27535 4.02270  0.32
H 2.47199 -1.96140 -8.39567  0.44
H 5.25669 -2.02599 2.80094  0.39
C 4.67513 3.08756 5.52647  -1.59
H 1.92674 -5.35891 6.57821  0.36
H -4.31382 2.07025 -6.45330  0.47
H -0.27446 -8.21798 4.60274  0.45
H -1.51749 -5.81826 3.33807  0.56
H 4.57378 2.40077 6.36679  0.40
C -7.98845 -2.26575 3.35473  -0.59
H 5.59717 -0.36206 0.89503  0.45
C 1.30346 7.36716 2.07480  -1.20
H 4.61092 -1.40080 4.38087  0.42
H 2.90523 7.94379 -1.94243  0.48
C -6.33283 -3.99681 2.50973  -1.21
H -6.63815 5.14882 -3.59362  0.32
C -5.28218 6.48548 -4.41067  -1.35
C 6.73307 0.03454 3.38659  -1.20
H -3.60987 -0.32783 -3.83840  0.36
H 4.68379 -2.31498 -7.94120  0.42
H 4.32619 8.15375 -3.76463  0.36
H -5.29551 -1.58141 -4.69576  0.33
C -5.22444 3.88883 -4.72752  -0.32
C -6.97242 -0.13277 -4.26922  -0.52
N 1.69454 6.89060 -3.24815  0.00
H -4.31374 2.77435 -3.18436  0.56
H 5.21523 4.58279 3.23157  0.43
H 3.72841 3.58399 5.31348  0.42
C 3.41087 -1.28802 -6.45445  0.97
H 0.90006 -5.61972 1.45959  0.33
C -3.93533 1.30193 -5.77911  -1.21
H 6.81161 -2.57965 -6.76109  0.44
H 2.47912 -4.70080 -3.81126  0.42
H 0.68224 0.39808 0.64975  0.27
O 3.22551 1.26714 3.87082  -0.23
H -4.99773 5.05046 -2.91511  0.34
H -0.81474 -5.21267 8.00717  0.31
H -6.04492 2.48427 -3.21645  0.28
H 0.64922 -4.68153 4.71717  0.54
H 5.09873 -4.43455 -6.28083  0.47
C -5.17043 2.64764 -3.84627  -0.99
C 0.34509 1.07978 -0.81734  0.72
H -4.23349 3.88728 -5.18154  0.44
H 2.80191 -5.16075 -5.45166  0.44
H 2.86578 7.90445 0.71336  0.32
C 1.45903 6.82598 -0.58560  -0.13
H 0.67864 -8.59782 6.10960  0.46
C -2.46733 -1.17816 4.16066  -1.12
H -7.56450 -2.50694 6.37282  0.30
H 1.30632 8.70611 0.38423  0.37
C -4.59180 0.12121 -3.68914  -0.60
H -1.32757 -6.27472 0.67325  0.36
H -9.11452 -1.20802 4.95112  0.32
H 4.49150 5.19835 -4.04209  0.41
H 2.22461 8.78636 -4.10931  0.32
C 3.93672 -3.34938 -4.82765  1.36
H -0.93626 -4.69973 -0.09797  0.40
H 0.04553 6.33273 -4.45510  0.45
C 4.64168 -1.27610 3.29846  -1.75
C 3.86510 7.28650 -4.23725  -0.60
H 0.24589 7.21272 2.28880  0.35
H 2.76902 -0.27834 -8.31463  0.44
C 2.51002 -1.13245 -7.68892  -1.66
H 2.01581 7.53472 -5.34202  0.35
C -8.93515 -2.23183 4.62286  -0.67
H 7.26285 3.31641 4.52713  0.50
H -6.01479 -1.37252 -2.99241  0.32
H 1.51916 -0.74936 -7.44487  0.43
H -6.17408 0.43002 -6.27021  0.38
N -6.74982 -3.09750 3.65647  0.21
H -3.80572 0.29482 -6.17540  0.46
H 5.86498 1.33258 1.11560  0.33
C -4.69064 -1.45946 2.95557  -0.32
H 4.75145 -3.12695 -2.68473  0.40
H -6.25152 -4.19342 5.37172  0.34
H 1.03034 -7.46086 8.43823  0.32
C -5.57600 5.11860 -3.83656  -0.48
H -0.39161 -6.94599 2.82646  0.36
H 4.04491 -0.04859 -4.80927  0.24
C 2.40123 7.73636 -4.34257  -0.52
H 0.12119 -4.08680 2.00238  0.32
H -0.19759 6.09524 -2.63821  0.37
H -2.82466 -1.69623 5.05062  0.35
H -8.87721 -3.69766 6.21163  0.44
N -5.00285 1.30307 -4.65861  0.38
H -6.88225 1.81229 -5.45859  0.32
H -7.13663 -4.70992 2.32674  0.46

Properties
HOMO energy: -15.0 eV
total charge: +5
multiplicity: 1
gap between HOMO and LUMO: 2.779 eV

---

Entry 3:
Entry from the OMol25 dataset: a 8-piece molecular cluster, C28H50N2O18 overall (wB97M-V/def2-TZVPD).

Last column: Mulliken charge in e.
Geometry (Å):
C 2.44100 14.81100 23.97400  0.06
O 0.19100 19.14100 20.45800  -0.28
O -6.07500 16.25600 22.05900  -0.34
H 1.09300 21.78300 17.69700  0.32
H -4.12900 13.78100 21.51200  -0.17
O 4.40300 14.69600 17.90200  -0.28
O -4.01500 15.70900 22.41600  -0.14
H 0.99300 17.44100 19.95200  0.35
C 1.86100 9.79000 23.16600  0.15
H -2.18800 10.60300 26.98400  0.57
H -1.82800 11.39800 23.27000  -0.11
H -1.49200 9.73500 24.03600  0.05
O -4.64700 17.82400 22.34100  -0.58
H 5.86600 14.76600 16.53400  0.24
H 4.30500 9.30500 24.46400  0.08
H -0.54700 22.24000 17.37800  0.27
C -4.61200 14.45200 22.24900  0.48
H 0.03000 20.69800 16.91800  0.32
C -2.96700 10.96800 25.07400  0.35
H 1.72400 9.79100 25.77100  0.11
H 0.28200 9.22800 25.03000  -0.29
O -0.99700 14.12600 20.55400  0.26
C 1.30400 8.95300 25.25400  0.04
N 8.22400 10.95700 25.66100  -0.42
O 1.90400 8.78000 24.02300  -0.38
H 4.21900 14.28900 16.04600  0.34
C -3.24800 13.09000 25.89700  0.71
H 1.91800 12.99600 24.65700  -0.68
C -2.01100 11.23400 26.23300  -0.57
H -1.51900 15.17400 23.33500  0.13
H 3.04700 11.46200 21.55100  0.14
C 2.54700 10.63500 21.06300  -0.45
H 1.55200 14.97000 21.07800  -0.13
H 5.67800 9.52100 26.82400  0.32
H 1.37400 14.23900 25.71700  0.67
H -4.80900 13.99600 23.25600  0.00
H 1.32000 8.06100 25.80600  0.37
H 5.21700 13.18200 16.77100  0.39
C -1.82400 15.00600 20.03700  0.28
H -5.69500 15.62700 19.74400  0.25
H 6.40000 8.46700 25.51600  0.31
H -1.39800 12.27600 19.53100  0.41
H -3.38400 17.38300 19.90700  0.09
H 1.63800 11.09900 20.66600  0.14
C -0.62900 15.26000 23.98300  -1.23
H -2.14600 12.52100 21.15300  0.03
C -4.92000 16.67900 22.34000  0.39
H 3.17500 10.39000 20.24800  0.39
H 4.04700 11.77100 24.09900  -0.12
C -2.39500 17.30700 19.48700  -0.34
N 3.26500 15.45500 23.40900  -0.63
C 1.42500 13.97700 24.69900  0.51
H 0.15800 13.49800 22.94100  -0.48
C 0.62000 19.90900 19.46000  0.73
H -0.88900 15.72400 24.94100  0.46
H 3.49500 11.21200 25.68000  0.16
C -6.23500 14.79500 20.26800  -1.32
H 4.99800 12.11600 25.48700  0.46
H -7.30700 14.87000 20.10000  0.37
C 3.67800 13.92400 18.73800  0.61
H -0.60100 13.28800 24.62200  -0.90
C 6.02000 9.47900 25.80800  -0.51
H 5.58000 10.09300 23.68600  0.47
O -2.34100 12.48900 26.74400  -0.42
H 1.43000 13.45400 20.10100  0.46
C 4.97200 14.17100 16.75400  -0.77
H -1.88700 18.24800 19.56100  -0.05
C 0.98600 17.99700 20.86500  -0.31
O 2.52400 9.55400 21.99700  -0.36
H -3.79700 10.25000 25.37600  0.31
C 4.37200 11.33200 25.05900  -0.55
C 0.09100 21.41100 17.70600  -0.70
H -0.96600 11.21300 26.02100  0.14
O 1.11200 11.00800 23.37400  0.40
H 2.68400 13.58300 21.25100  0.03
H -0.38600 12.17600 20.95000  -0.17
H 0.70800 17.36900 21.73700  -0.14
O -1.56600 16.35700 20.19900  0.10
H -2.43800 17.01900 18.42700  0.35
O 3.05600 14.67100 19.62400  -0.26
O 1.91400 19.70700 18.98800  -0.63
C 0.06200 13.89900 24.02000  1.98
O -3.59200 12.29200 24.89900  -0.24
O -0.22700 20.81400 18.99000  -0.29
C 2.09700 14.15200 20.56500  -0.10
H -6.73200 14.29900 22.35000  0.46
O -2.91000 14.56600 19.27800  -0.68
O -3.74100 14.20900 26.07400  -0.58
O 3.48200 12.48200 18.56800  -0.63
C 7.26700 10.33400 25.73400  0.16
C -1.22400 12.73700 20.52500  -0.24
C -6.01300 14.89900 21.80200  0.14
H 1.99000 18.36700 21.14600  0.41
C -2.29500 10.50800 23.80900  -0.72
H -0.04900 15.90200 23.39300  0.06
H -5.83200 13.95200 19.83600  0.40
H -3.03300 10.09400 23.07600  0.43
C 5.10100 10.01300 24.64700  -0.38

Properties
HOMO energy: -9.9 eV
multiplicity: 1
structure (SMILES): C[C@H]1COC(=O)O1.C[C@H]1COC(=O)O1.COC(=O)OC.COC(=O)OC.COC(=O)OC.COC(=O)OC.CCCC#N.CCCC#N
gap between HOMO and LUMO: 9.861 eV

---

Entry 4:
Entry from the OMol25 dataset: one molecule with the formula CH3F2PS (wB97M-V/def2-TZVPD).

Last column: natural (NBO) charge in e.
Geometry (Å):
H 2.53323 0.39630 -0.05191  0.15
H 0.66856 -0.35234 1.68339  0.00
P -0.19436 0.09755 0.64912  0.94
C 0.61858 1.47977 -0.20651  -0.16
F -0.35826 1.84967 -1.04969  -0.35
S 2.28054 1.47764 -0.80169  0.06
F -0.59876 -1.70914 0.66277  -0.65
H -1.42136 0.60902 1.04264  0.02

Properties
HOMO energy: -8.5 eV
multiplicity: 1
structure (SMILES): F[PH2]=C(F)S
gap between HOMO and LUMO: 7.950 eV

---

Entry 5:
Entry from the OMol25 dataset: C13H36FN2O4Pt as an isolated structure (wB97M-V/def2-TZVPD).

Last column: natural (NBO) charge in e.
Geometry (Å):
H -2.50156 -1.02282 2.09624  0.17
C -2.53581 1.49893 -2.10631  -0.26
O 2.58354 -2.19284 -1.57364  -0.56
H -0.56481 -0.21553 2.47336  0.49
H -0.70007 -2.54938 3.10871  0.21
H -1.94528 -1.15713 -2.17671  0.23
C -3.13059 2.09921 0.09970  -0.07
O -0.75358 -0.31220 1.53708  -0.73
H -2.63602 1.31591 2.02212  0.21
O -2.25536 1.32865 -0.70487  -0.56
H -3.32714 3.08761 -0.31568  0.19
F 0.19730 2.93524 -1.39898  -0.80
H 1.62536 -1.48153 0.67145  0.22
H -1.95907 -1.52895 0.49868  0.19
H 4.54081 -2.82049 -1.42357  0.20
O 1.91748 1.30170 0.61060  -0.74
H -2.55749 2.51819 -2.49199  0.22
H 1.89440 -0.84595 2.24662  0.19
H -2.80547 3.37053 3.29299  0.22
H 3.44727 -3.98386 -2.26815  0.18
H -0.83419 2.86310 2.34731  0.38
C -2.47879 2.27385 1.52641  -0.08
H -4.22644 3.22236 2.21444  0.23
H -0.03575 -2.99325 1.57939  0.22
H 1.58207 -1.93729 -3.45346  0.18
H -0.94951 -1.42272 -3.59089  0.21
H -1.49311 -2.72441 -2.43646  0.23
H -1.77812 1.03021 -2.73425  0.20
N -1.12251 2.76848 1.38397  -0.81
H 2.34156 2.16230 0.64383  0.51
C 1.42141 -2.33802 -2.45262  -0.08
H -2.95093 4.40544 1.92820  0.22
H 1.21207 -3.39943 -2.58560  0.19
H 0.29940 0.29275 -2.51413  0.38
H 3.16415 -1.77536 1.37170  0.23
H 3.35459 0.04412 -0.23247  0.17
C 3.93037 0.96718 1.60615  -0.64
N 0.46207 -0.16571 -1.62900  -0.83
C -1.08926 -1.71850 -2.55114  -0.64
C 2.90870 0.31891 0.72345  0.09
H -3.51734 1.10785 -2.37417  0.19
H 3.96849 -2.50138 -3.01989  0.17
H 1.47086 -0.19728 -1.59110  0.40
C -0.96726 -2.69833 2.06252  -0.65
H -1.27043 3.75300 1.21383  0.40
C -1.64128 -1.38097 1.53077  -0.07
C 3.66809 -2.93571 -2.06636  -0.25
H 0.05267 -1.96885 -0.80582  0.19
C -3.14972 3.38602 2.25889  -0.64
H -4.10003 1.60614 0.17153  0.20
Pt -0.25135 1.30002 -0.00481  1.30
C 2.39017 -1.01220 1.29024  -0.62
H 4.82318 0.35282 1.72254  0.23
H 3.49814 1.13732 2.59222  0.21
H -1.61392 -3.57579 2.06383  0.24
C 0.17337 -1.59759 -1.82352  -0.07
H 4.21484 2.00572 1.43700  0.22

Properties
expectation value of S²: 2.00
HOMO energy (spin up / spin down): -10.3 / -11.9 eV
total charge: +1
multiplicity: 3
gap between HOMO and LUMO (spin up / spin down): 7.870 / 9.428 eV

---

Entry 6:
Entry from the OMol25 dataset: C6H8FNO2 as an isolated structure (wB97M-V/def2-TZVPD).

Last column: natural (NBO) charge in e.
Geometry (Å):
C -0.63858 0.61794 -1.25447  0.38
O -0.17462 0.42674 -2.47549  -0.66
H -2.74280 0.79911 -1.40109  0.22
F 2.38463 -0.31671 -1.13364  -0.35
C 1.63365 -0.50382 -0.00274  0.45
H -0.56848 1.15416 2.72382  0.49
O 0.15207 1.02484 2.12092  -0.69
H 0.86198 -1.82403 1.27696  0.25
C -0.45879 0.89884 0.89889  0.39
H 0.08666 -1.73610 -0.44371  0.26
C -1.73258 1.00134 0.68416  -0.38
C 0.97064 -1.77707 0.24514  -0.73
H 0.76632 0.45677 -2.43256  0.49
H 1.56665 -2.71705 -0.09572  0.25
N 0.21278 0.78101 -0.25919  -0.44
H 2.13967 0.00908 0.86539  0.20
H -2.56657 0.98156 1.39964  0.22
C -1.89263 0.72338 -0.71633  -0.36

Properties
HOMO energy: -7.2 eV
multiplicity: 1
gap between HOMO and LUMO: 7.750 eV